# 1
Entry from the Open Molecules 2025 dataset: a structure of composition C25H44N2O4PtSi at a distorted geometry (wB97M-V/def2-TZVPD).

Values from the calculation:
2S+1: 3
Calculated total energy: -48933.9675 eV
<S²>: 2.009
LUMO energy (spin up / spin down): -0.59 / -0.51 eV
Highest occupied orbital energy (spin up / spin down): -5.852 / -7.480 eV
Strongest force on any atom: 5.98 eV/Å
Kohn-Sham gap (spin up / spin down): 5.27 / 6.97 eV

```
77
Properties=species:S:1:pos:R:3:forces:R:3
C -2.9354 0.8342 0.8942 -0.03 5.96 -0.50
C -3.0219 -0.5772 0.9813 0.36 -5.15 -1.01
H -2.0112 1.3714 1.2561 -1.12 -1.29 0.26
H -3.8084 1.2140 1.4451 0.33 0.44 0.09
H -2.9919 1.4670 -0.0566 -0.53 -1.47 0.17
H -2.7144 -1.2836 0.1446 -0.02 1.23 -0.01
H -2.3071 -0.9506 1.7143 -0.92 0.06 -0.21
H -4.0386 -0.9678 1.1301 0.14 0.33 0.43
C -1.1770 2.6917 -2.8858 0.45 -1.74 -1.68
C -0.7528 3.4215 -3.9869 -0.06 0.74 0.89
C -0.2006 2.8007 -5.0976 -0.32 -0.91 0.16
C -0.1738 1.4066 -5.1498 0.14 0.49 -0.57
H -1.4501 3.1071 -1.9180 -0.20 -0.14 -0.39
H -0.8242 4.4987 -3.9008 0.23 0.04 -0.23
H 0.1848 3.3756 -5.9167 0.14 0.21 -0.18
H 0.3034 0.8746 -5.9748 -0.24 0.38 0.17
N -1.2014 1.3362 -3.0275 0.18 1.12 -0.26
C -0.7568 0.6851 -4.1244 0.24 1.81 0.31
C -0.7875 -0.7552 -4.0909 0.60 -2.14 0.61
N -1.1304 -1.3259 -2.9177 0.79 -0.50 -0.10
C -0.9523 -2.6387 -2.6185 -0.15 1.58 -1.47
C -0.3962 -2.9436 -4.9496 -0.27 0.14 0.52
C -0.7038 -3.4676 -3.6927 0.10 -0.32 0.36
H -0.9778 -2.9229 -1.5644 -0.38 0.08 -0.41
H -0.7372 -4.5220 -3.5034 0.23 -0.46 -0.20
C -0.3231 -1.5747 -5.1124 -0.17 0.16 -0.36
H 0.0702 -1.1282 -6.0172 -0.21 -0.23 -0.08
H -0.2254 -3.6035 -5.7760 0.28 -0.22 -0.23
Pt -2.0544 0.0464 -1.7169 0.43 -0.20 3.52
C -3.9673 -0.1265 -2.1566 -1.14 0.16 -1.39
H -4.0802 -1.1377 -2.5445 -0.54 -0.11 -0.20
H -4.1672 0.6044 -2.9481 -0.68 -0.22 -0.01
H -4.6357 0.0206 -1.3109 -0.08 0.08 0.05
C 3.4239 -1.6310 0.0215 -0.34 -0.35 0.37
C 2.6449 -2.0693 1.3176 0.49 0.73 0.25
C 2.5618 -3.5973 1.3898 -0.05 0.04 -0.53
C 3.4334 -1.6073 2.5881 0.24 -0.49 -0.33
O 1.2927 -1.5352 1.3269 0.92 -0.83 -0.42
Si 0.4798 -0.1996 0.8278 -0.93 1.24 -0.59
O -0.2504 -0.1032 -0.6117 1.46 -0.61 1.77
O -0.6420 0.1025 2.0424 0.91 -0.51 0.71
C -0.8648 -0.4376 3.3900 0.35 0.61 -1.58
C -2.2785 -0.0377 3.8633 0.52 -0.10 0.17
C -0.7167 -1.9445 3.3219 0.00 -0.50 0.86
C 0.1792 0.1883 4.2980 -0.16 -0.27 0.17
O 1.6134 0.9852 0.8780 0.87 1.30 0.27
C 1.7010 2.4298 0.9628 0.24 -0.72 0.53
C 1.2914 3.1187 -0.3357 -0.09 0.03 -0.03
C 0.8502 2.9521 2.1396 0.12 0.17 -0.20
C 3.1977 2.7461 1.2317 -0.38 -0.09 -0.18
H 4.4805 -1.9360 0.0778 -0.32 0.01 0.12
H 3.3952 -0.5501 -0.1696 -0.15 -0.25 0.35
H 2.9879 -2.1357 -0.8530 0.00 0.13 0.22
H 3.5533 -4.0383 1.5914 -0.37 0.24 -0.09
H 1.8657 -3.9234 2.1692 0.10 0.12 -0.11
H 2.2204 -3.9650 0.4155 -0.09 -0.17 0.22
H 3.5430 -0.5355 2.5994 0.00 0.49 -0.03
H 3.0096 -1.9201 3.5587 -0.25 0.00 -0.57
H 4.4519 -2.0562 2.5572 -0.58 0.32 -0.11
H -2.4100 1.0399 3.8629 0.09 0.17 -0.01
H -3.0678 -0.4785 3.2716 -0.04 -0.04 0.10
H -2.3997 -0.4061 4.8770 0.01 0.05 0.29
H 0.3350 -2.2272 3.2244 -0.32 0.04 0.11
H -1.1226 -2.3360 4.2627 0.13 -0.24 -0.10
H -1.2621 -2.4163 2.4973 0.02 0.25 0.12
H 1.1899 -0.0069 3.9219 -0.19 0.05 0.06
H 0.0104 1.2615 4.3835 0.07 -0.03 -0.05
H 0.0590 -0.2547 5.2848 0.22 0.01 0.25
H 0.2709 2.8619 -0.6414 0.27 -0.15 0.14
H 1.3319 4.2060 -0.1836 0.03 -0.18 -0.06
H 1.9953 2.8643 -1.1338 -0.21 -0.08 -0.02
H 1.2955 2.6623 3.1002 -0.18 -0.04 -0.26
H 0.8124 4.0493 2.1030 0.09 -0.17 0.04
H -0.1819 2.5871 2.0898 0.26 -0.05 -0.01
H 3.5060 2.3110 2.1960 -0.09 0.21 -0.33
H 3.8250 2.3089 0.4307 -0.32 0.24 0.37
H 3.3338 3.8438 1.2471 0.08 -0.49 0.07
```
Forces are in eV/Å.

# 2
Entry from the Open Molecules 2025 dataset: a cluster of 6 separate species, C25H44N7O5P2 in total at a distorted geometry (wB97M-V/def2-TZVPD).

Values from the calculation:
2S+1: 1
Calculated total energy: -65879.4730 eV
LUMO energy: -4.90 eV
Highest occupied orbital energy: -12.067 eV
Total charge: +1
Strongest force on any atom: 3.60 eV/Å
Kohn-Sham gap: 7.16 eV

```
83
Properties=species:S:1:pos:R:3:forces:R:3
N -0.0326 -4.7302 0.1655 -1.27 1.23 0.91
P -1.0549 -3.5150 0.1776 0.60 -2.77 -0.50
O -2.0297 -3.5391 -1.1650 1.12 0.80 2.49
O -1.9917 -3.5233 1.5798 1.37 1.11 -1.88
C 0.0319 -1.9812 0.1628 -0.44 2.03 0.40
C -0.0468 -1.1119 1.3561 2.26 0.55 -2.74
C 0.8378 0.0860 1.3752 0.25 -1.79 -1.88
C 1.7187 0.3118 0.2226 -2.14 -0.23 1.60
P 2.9037 1.7521 0.1609 2.73 0.85 0.70
O 4.3050 1.2606 -0.0620 -2.13 0.08 -0.34
O 2.8520 2.4436 1.6705 -0.88 -1.25 -2.22
O 2.4446 2.8166 -1.0179 0.46 -1.69 1.91
N 1.6994 -0.5493 -0.8663 -0.70 -0.56 0.56
C 0.9232 -1.6692 -0.9706 -1.48 0.08 2.53
H -0.2232 -5.2559 1.0318 0.38 -0.17 -0.59
H -2.1416 -4.4799 -1.4121 0.25 0.33 0.09
H -1.3441 -3.5271 2.3142 -0.54 -0.24 -0.24
H -0.7365 -1.3841 2.1843 0.61 0.59 -0.77
H 0.8514 0.7857 2.2490 0.04 -0.74 -1.18
H 3.3810 1.8382 2.2377 -0.05 0.67 -0.22
H 3.2641 2.9440 -1.5475 -0.48 0.11 0.30
H 2.3142 -0.3310 -1.6583 -0.17 -0.07 0.42
H 0.9317 -2.3486 -1.8619 0.27 0.86 0.73
C -1.4939 4.7247 3.2635 0.05 0.01 -0.01
C -1.9921 3.6458 4.2180 -0.11 0.41 -0.07
C -1.3391 2.2814 3.9696 -0.37 0.01 -0.44
C -1.6455 1.8156 2.5890 0.11 0.03 0.48
N -1.8826 1.4651 1.5179 0.11 0.01 0.28
H -1.7382 4.4879 2.2254 0.00 -0.01 0.04
H -1.9629 5.6814 3.4958 0.02 -0.07 -0.02
H -0.4099 4.8487 3.3428 -0.04 0.01 -0.01
H -3.0776 3.5597 4.1201 0.07 -0.08 0.05
H -1.7859 3.9556 5.2452 0.01 -0.18 -0.01
H -1.7172 1.5469 4.6839 0.04 -0.07 -0.13
H -0.2543 2.3464 4.0922 -0.02 -0.01 -0.09
C -6.9712 1.4357 2.5920 -0.05 0.01 0.02
C -6.7311 1.8724 1.1506 -0.24 -0.19 0.17
C -5.3707 2.5452 0.9512 -0.30 0.43 0.28
C -5.2749 3.7667 1.7961 0.24 -0.37 -0.38
N -5.2010 4.7085 2.4522 0.03 -0.20 -0.06
H -6.9827 2.2886 3.2744 0.05 -0.02 -0.03
H -7.9375 0.9362 2.6814 0.07 -0.01 0.01
H -6.1964 0.7389 2.9246 -0.04 0.02 0.01
H -7.5295 2.5559 0.8494 0.11 -0.01 -0.07
H -6.7937 0.9982 0.4982 0.11 0.13 -0.08
H -5.2411 2.8261 -0.0957 0.09 0.04 0.09
H -4.5615 1.8633 1.2215 0.02 0.11 0.00
C 7.1952 5.0510 0.1678 0.04 0.04 0.00
C 7.9354 3.7726 0.5460 0.08 0.30 -0.09
C 7.0109 2.6992 1.1281 0.07 0.43 0.40
C 6.3561 3.2015 2.3658 0.09 -0.43 -0.40
N 5.8461 3.5899 3.3208 0.01 -0.11 -0.20
H 6.7379 5.5241 1.0396 -0.02 -0.07 -0.03
H 7.8857 5.7747 -0.2685 -0.07 -0.04 -0.02
H 6.4092 4.8468 -0.5649 0.02 0.04 0.02
H 8.7194 4.0170 1.2677 -0.03 -0.11 -0.03
H 8.4303 3.3717 -0.3421 -0.03 -0.11 0.10
H 7.5837 1.8017 1.3698 -0.13 0.01 0.08
H 6.2395 2.4242 0.4070 -0.02 -0.02 0.14
C 3.0385 -6.8884 -1.1634 -0.06 -0.02 0.03
C 3.2015 -6.9846 -2.6770 0.03 -0.25 0.33
C 3.1122 -5.6232 -3.3719 -0.57 -0.12 0.12
C 1.7818 -5.0089 -3.1152 0.52 0.00 -0.26
N 0.7498 -4.5423 -2.9168 0.20 0.16 -0.04
H 2.0542 -6.5013 -0.8879 0.05 0.07 -0.03
H 3.1380 -7.8751 -0.7080 0.05 0.06 -0.02
H 3.7995 -6.2349 -0.7280 -0.04 -0.04 0.01
H 2.4344 -7.6540 -3.0752 0.07 0.09 -0.09
H 4.1702 -7.4363 -2.9035 -0.05 0.10 -0.13
H 3.2471 -5.7395 -4.4489 -0.09 0.14 0.03
H 3.8917 -4.9523 -3.0037 -0.11 0.04 0.00
C -3.0242 -2.1928 -3.7433 -0.09 -0.04 -0.03
C -3.9063 -1.6550 -4.8643 0.17 -0.25 0.07
C -4.1318 -0.1432 -4.7676 -0.39 -0.18 0.48
C -4.8056 0.1921 -3.4827 0.23 0.18 -0.49
N -5.3230 0.4508 -2.4893 0.13 -0.09 -0.13
H -3.4832 -2.0436 -2.7645 0.02 0.06 -0.06
H -2.8660 -3.2657 -3.8670 0.06 0.07 -0.02
H -2.0461 -1.7029 -3.7435 -0.02 -0.04 0.02
H -4.8674 -2.1753 -4.8400 0.01 0.12 -0.07
H -3.4417 -1.8846 -5.8264 -0.09 0.11 -0.01
H -4.7565 0.1978 -5.5951 0.00 0.09 0.12
H -3.1804 0.3907 -4.8194 -0.08 0.03 0.07
```
Forces are in eV/Å.

# 3
Entry from the Open Molecules 2025 dataset: a structure of composition C25H45AlCl2P at a distorted geometry (wB97M-V/def2-TZVPD).

Values from the calculation:
2S+1: 1
Calculated total energy: -67588.3117 eV
ΔE to the lowest compared entry with this formula, charge and spin: 0.0 kcal/mol
LUMO energy (spin up / spin down): 2.77 / 2.77 eV
Highest occupied orbital energy (spin up / spin down): -2.858 / -2.330 eV
Total charge: -1
Strongest force on any atom: 4.47 eV/Å
Kohn-Sham gap (spin up / spin down): 5.63 / 5.10 eV

```
74
Properties=species:S:1:pos:R:3:forces:R:3
Al -0.0689 0.7259 2.8551 -0.04 -0.17 -1.83
Cl 1.6571 1.9086 3.1703 1.32 0.53 0.35
P 0.0160 -0.3899 -0.1594 -0.21 -0.60 -0.03
C -1.2310 0.2056 4.3918 -0.58 1.20 0.02
H -1.8859 -0.6419 4.1793 0.18 0.21 -0.14
H -0.6763 0.1069 5.3289 -0.13 0.37 -0.20
C -0.8362 0.0229 -1.7722 0.56 0.19 0.01
C 0.1697 -2.2640 -0.1430 0.10 0.74 -0.24
C -2.1963 -0.6896 -1.8682 0.14 0.07 -0.04
H -1.0258 1.1086 -1.6548 -0.06 -0.23 -0.10
C -3.0244 -0.1724 -3.0467 0.10 0.06 -0.06
H -2.0269 -1.7676 -1.9951 -0.03 0.18 -0.01
H -2.7616 -0.5648 -0.9369 0.12 -0.01 -0.06
C -2.2524 -0.1965 -4.3718 0.21 -0.06 0.00
H -3.9318 -0.7790 -3.1418 0.00 0.12 -0.01
H -3.3423 0.8551 -2.8342 0.02 -0.03 0.01
C -0.8452 0.4106 -4.2563 0.11 -0.03 0.04
H -2.1623 -1.2350 -4.7201 0.01 0.07 0.07
H -2.8149 0.3448 -5.1417 0.01 -0.11 0.05
C -0.0449 -0.1617 -3.0736 -0.32 -0.02 -0.31
H -0.2821 0.2441 -5.1859 -0.19 0.10 0.08
H -0.9332 1.4992 -4.1196 0.02 -0.14 -0.03
H 0.1447 -1.2327 -3.2418 -0.07 0.27 -0.01
H 0.9352 0.3315 -3.0247 -0.35 -0.15 -0.02
C 1.7799 0.2874 -0.2675 -0.64 -0.58 0.00
C 0.4950 -3.0397 -1.4174 0.23 -0.26 0.15
H 1.0143 -2.3726 0.5560 -0.22 -0.15 -0.13
C 0.9070 -4.4597 -1.0047 -0.03 -0.09 -0.24
H -0.3848 -3.0820 -2.0763 0.13 -0.03 0.11
H 1.3064 -2.5724 -1.9940 -0.25 -0.19 0.20
C -0.1444 -5.1723 -0.1416 -0.04 -0.04 0.02
H 1.1092 -5.0527 -1.9068 0.02 -0.06 0.16
H 1.8485 -4.4006 -0.4461 -0.03 0.06 -0.02
C -0.7158 -4.3076 0.9905 0.04 0.09 -0.01
H -0.9680 -5.5039 -0.7831 -0.02 0.04 -0.06
H 0.3004 -6.0796 0.2883 -0.11 0.06 -0.11
C -1.0697 -2.8917 0.5255 0.34 -0.08 0.12
H -1.6060 -4.7858 1.4156 0.12 -0.07 -0.01
H 0.0229 -4.2269 1.7983 -0.08 0.06 -0.07
H -1.8979 -2.9313 -0.1954 0.08 0.02 0.11
H -1.3887 -2.2880 1.3849 0.06 -0.13 -0.25
C 1.7649 1.7413 -0.7554 0.08 -0.08 -0.07
H 2.0703 0.2971 0.8019 0.03 -0.02 -0.40
C 3.1706 2.3475 -0.7132 0.11 -0.17 0.26
H 1.3812 1.7892 -1.7846 0.08 0.04 0.15
H 1.0829 2.3298 -0.1275 0.08 -0.10 -0.05
C 4.2209 1.4827 -1.4265 -0.26 -0.05 -0.18
H 3.1504 3.3442 -1.1621 0.05 0.03 0.06
H 3.4607 2.4665 0.3410 -0.06 0.00 -0.15
C 4.1802 0.0136 -0.9968 -0.08 -0.13 0.21
H 4.0530 1.5398 -2.5124 -0.01 -0.02 0.08
H 5.2201 1.8878 -1.2426 -0.02 0.02 -0.05
C 2.7675 -0.5876 -1.0414 0.29 0.28 -0.16
H 4.8423 -0.5864 -1.6325 0.06 0.10 0.09
H 4.5521 -0.0719 0.0343 -0.02 0.03 -0.12
H 2.4472 -0.6771 -2.0923 0.12 0.02 0.26
H 2.7923 -1.6055 -0.6257 -0.01 0.27 -0.08
C -1.3118 1.7864 1.6928 3.09 -0.54 -0.90
C -1.6125 1.5471 3.8659 -3.53 -0.52 2.69
H -1.4916 1.3947 0.6576 -1.11 -0.60 1.34
C -1.1948 2.7222 4.7705 0.25 -0.24 -0.72
H -2.6460 1.6545 3.5173 0.16 0.04 0.47
C -1.5032 4.0529 4.1131 0.38 0.12 -0.11
H -1.7072 2.6599 5.7430 -0.08 -0.29 -0.23
H -0.1212 2.6328 4.9871 -0.20 0.17 -0.02
C -0.9395 4.1317 2.6928 -0.44 0.33 -0.28
H -2.5888 4.2039 4.0903 0.02 0.03 -0.05
H -1.0740 4.8640 4.7115 -0.07 0.04 0.04
C -1.6576 3.2161 1.6668 0.41 0.61 0.82
H -1.0728 5.1649 2.3428 0.13 -0.02 0.05
H 0.1404 3.9159 2.7086 -0.42 0.07 -0.10
H -2.7275 3.1712 1.8833 -0.58 0.95 0.04
H -1.5393 3.6642 0.6685 -0.08 -0.25 0.02
Cl 0.7020 -1.2828 2.8608 1.13 -1.31 -0.41
```
Forces are in eV/Å.

# 4
Entry from the Open Molecules 2025 dataset: a structure of composition C25H45CeN2P3SSe at a distorted geometry (wB97M-V/def2-TZVPD).

Values from the calculation:
2S+1: 2
Calculated total energy: -146585.3894 eV
<S²>: 0.772
ΔE to the lowest compared entry with this formula, charge and spin: 52.6 kcal/mol
LUMO energy (spin up / spin down): -10.36 / -11.32 eV
Highest occupied orbital energy (spin up / spin down): -15.494 / -15.478 eV
Total charge: +3
Strongest force on any atom: 2.77 eV/Å
Kohn-Sham gap (spin up / spin down): 5.14 / 4.16 eV

```
78
Properties=species:S:1:pos:R:3:forces:R:3
Ce -0.2420 0.0514 0.7681 -0.19 -0.76 0.34
P 0.6052 -2.3941 -0.3999 0.43 -2.06 -0.30
P 2.3958 0.9141 -0.2029 0.90 1.04 0.10
P -0.6022 0.7056 -2.2320 -0.37 0.99 -1.05
H -8.9035 2.4910 3.1764 -0.08 -0.19 -0.39
C -9.1002 2.0810 2.1778 -0.15 -0.37 -0.06
C -9.3849 0.7846 1.9943 -0.04 0.41 0.05
H -9.4264 0.0797 2.8350 0.01 0.33 -0.36
C 0.6296 -3.5898 1.0050 -0.09 0.17 0.25
C 2.2104 -2.7690 -1.1947 0.23 0.47 -0.07
C -0.5101 -3.3540 -1.4908 -0.38 0.42 -0.20
C 2.4002 2.7217 0.1795 -0.26 -0.09 -0.01
C 3.7889 0.4084 0.8706 -0.13 -0.40 0.21
C 3.2517 0.8628 -1.8169 -0.25 -0.30 -0.31
C -2.3181 0.6531 -2.8931 -0.17 -0.28 0.38
C 0.2313 0.0702 -3.7353 0.40 -0.48 0.14
C -0.3186 2.5184 -2.4802 0.06 -0.01 0.35
H -9.1096 2.7943 1.3441 -0.03 -0.32 0.33
H -9.6452 0.3890 1.0040 0.15 0.18 0.44
H -0.2028 -3.3782 1.6915 0.26 -0.24 -0.17
H 1.5626 -3.5154 1.5829 -0.52 -0.10 -0.30
H 0.5234 -4.6023 0.5925 0.09 0.23 0.16
H 3.0440 -2.3232 -0.6358 -0.15 -0.14 -0.14
H 2.2224 -2.3673 -2.2174 0.03 -0.16 0.24
H 2.3421 -3.8603 -1.2306 -0.09 0.32 0.00
H -1.4759 -3.5156 -0.9958 0.19 0.00 -0.12
H -0.0362 -4.3264 -1.6904 -0.15 0.32 0.04
H -0.6867 -2.8256 -2.4354 0.03 -0.19 0.14
H 3.4285 3.1023 0.0840 -0.33 -0.07 0.00
H 2.0547 2.8757 1.2128 0.13 0.02 -0.27
H 1.7265 3.2715 -0.4927 0.27 -0.13 0.21
H 4.6992 0.8376 0.4362 -0.11 -0.12 0.25
H 3.8758 -0.6850 0.9016 0.14 0.26 0.04
H 3.6517 0.7853 1.8923 0.03 -0.12 -0.21
H 4.2779 1.2260 -1.6669 -0.33 -0.03 -0.10
H 2.7494 1.4838 -2.5694 0.14 -0.17 0.21
H 3.2950 -0.1735 -2.1798 0.07 0.31 0.01
H -2.3184 1.0798 -3.9070 0.00 -0.15 0.33
H -2.9999 1.2272 -2.2544 0.11 -0.10 -0.19
H -2.6722 -0.3846 -2.9271 0.00 0.22 -0.07
H 0.0546 0.7642 -4.5692 0.00 -0.15 0.29
H -0.1914 -0.9054 -4.0059 0.14 0.17 0.03
H 1.3117 -0.0402 -3.5890 -0.24 0.00 -0.11
H -0.8495 2.8312 -3.3924 0.24 -0.10 0.29
H 0.7491 2.7560 -2.5879 -0.32 -0.05 0.06
H -0.7263 3.0696 -1.6215 0.15 0.01 -0.27
C -3.8423 0.3326 0.6788 0.41 -0.44 -0.23
C -3.5295 1.7063 0.5607 -0.09 1.02 0.53
C -4.3632 2.6551 1.1440 1.16 -0.12 -0.69
C -5.5580 2.2654 1.7552 -0.25 -0.20 0.17
C -5.9024 0.9114 1.8230 0.12 -0.90 -0.18
C -5.0617 -0.0558 1.2874 -0.76 0.21 0.36
S -2.7739 -0.9030 0.1457 -0.27 0.12 0.21
H -0.4741 1.8529 0.7346 0.04 1.13 -0.10
H -2.6160 2.0118 0.0404 -0.32 -0.02 0.17
H -4.0698 3.7030 1.1208 -0.18 -0.19 -0.08
H -6.2302 3.0118 2.1740 0.12 -0.14 -0.07
H -6.8480 0.6194 2.2743 0.22 0.09 -0.09
H -5.3046 -1.1181 1.3250 -0.04 0.32 0.08
C 2.9023 0.5983 5.2689 -0.10 0.22 0.33
N 3.3074 -0.6007 4.5548 -1.10 -0.46 -0.93
C 2.5159 -1.2964 3.6845 2.72 -0.26 0.45
Se 0.7005 -0.9837 3.3955 -0.21 0.27 -0.36
N 3.3355 -2.2626 3.1450 -1.12 0.61 -0.02
C 4.6311 -2.1589 3.6519 -0.02 -0.08 -0.44
C 5.8041 -2.8090 3.2899 0.48 -0.02 0.37
C 6.9761 -2.4087 3.9528 -0.51 -0.06 -0.16
C 6.9581 -1.3454 4.8880 -0.63 0.21 0.09
C 5.7663 -0.6565 5.1816 0.59 -0.37 0.04
C 4.6117 -1.1182 4.5584 -0.17 0.51 -0.12
H 2.6388 1.4147 4.5836 0.18 -0.28 0.05
H 3.7694 0.8861 5.8638 -0.41 0.18 0.09
H 2.0352 0.4008 5.9083 0.31 -0.02 -0.04
H 3.0380 -2.8933 2.4087 0.19 0.14 0.49
H 5.7593 -3.5877 2.5309 0.34 0.05 0.25
H 7.9258 -2.9178 3.7545 -0.47 0.23 0.00
H 7.8928 -1.0629 5.3845 -0.46 -0.05 -0.23
H 5.7032 0.1944 5.8609 0.39 -0.34 -0.12
```
Forces are in eV/Å.